## one
{
  "formula": "CH4IN3",
  "method": "ωB97M-V/def2-TZVPD",
  "elements": ["C", "N", "N", "N", "I", "H", "H", "H", "H"],
  "xyz": [[0.538, 1.590, 0.091], [-0.107, 0.259, -0.087], [0.467, -0.791, 0.243], [-0.464, -1.930, -0.391], [-1.161, -3.400, 0.789], [-0.272, 2.368, 0.119], [1.062, 1.803, -0.814], [1.207, 1.459, 0.909], [-1.270, -1.358, -0.859]],
  "lumo_ev": 0.06,
  "total_charge": 0,
  "smiles": "C/N=N/NI",
  "mol_weight_g_mol": 185.0,
  "homo_ev": -8.74,
  "gap_ev": 8.80
}


## two
{
  "formula": "CH4IN3",
  "method": "ωB97M-V/def2-TZVPD",
  "elements": ["C", "N", "N", "N", "I", "H", "H", "H", "H"],
  "xyz": [[0.348, -0.190, 0.006], [-0.935, 0.383, 0.496], [-1.417, 0.110, 1.610], [-2.796, 0.844, 1.896], [-3.275, 0.879, 3.775], [0.586, 0.686, -0.697], [1.107, -0.354, 0.836], [-0.003, -1.030, -0.539], [-1.279, 1.177, 0.038]],
  "lumo_ev": 0.14,
  "total_charge": 0,
  "smiles": "CN/N=N/I",
  "mol_weight_g_mol": 185.0,
  "homo_ev": -7.69,
  "gap_ev": 7.83
}


The calculated energies rank the structures as follows, beginning with the most stable: one, two.


## one
{
  "formula": "C2H4O3S",
  "method": "ωB97M-V/def2-TZVPD",
  "elements": ["C", "C", "O", "O", "O", "S", "H", "H", "H", "H"],
  "xyz": [[-0.871, -0.366, 0.071], [-0.154, 0.717, 0.080], [-0.306, -1.655, 0.081], [-2.184, -0.327, -0.173], [0.137, 1.951, 0.155], [2.348, -0.345, -0.073], [0.718, -1.384, -0.100], [-2.385, -1.277, -0.436], [0.594, 2.243, -0.653], [2.102, 0.444, 1.049]],
  "lumo_ev": [-1.04, -1.04],
  "total_charge": 0,
  "mol_weight_g_mol": 108.1,
  "homo_ev": [-8.77, -8.77],
  "gap_ev": [7.73, 7.72]
}


## two
{
  "formula": "C2H4O3S",
  "method": "ωB97M-V/def2-TZVPD",
  "elements": ["O", "C", "O", "C", "O", "S", "H", "H", "H", "H"],
  "xyz": [[0.895, 1.640, 0.147], [0.607, 0.328, 0.166], [1.801, -0.355, 0.135], [-0.544, -0.388, 0.064], [-0.727, -1.706, 0.036], [-2.093, 0.684, 0.063], [0.078, 2.221, 0.349], [2.581, 0.235, 0.183], [-0.075, -2.225, -0.628], [-2.524, -0.433, -0.516]],
  "lumo_ev": 0.45,
  "total_charge": 0,
  "smiles": "OC(O)=C(O)S",
  "mol_weight_g_mol": 108.1,
  "homo_ev": -7.66,
  "gap_ev": 8.11
}


The calculated energies rank the structures as follows, beginning with the most stable: two, one.


## one
{
  "formula": "C2H4BrFO",
  "method": "ωB97M-V/def2-TZVPD",
  "elements": ["C", "C", "O", "F", "Br", "H", "H", "H", "H"],
  "xyz": [[0.287, 0.394, 0.124], [-1.314, -0.759, 0.228], [0.206, 1.072, -1.124], [-1.169, -1.614, -0.790], [-2.877, 0.276, -0.075], [0.925, -0.494, 0.057], [0.385, 1.089, 0.966], [-1.322, -1.204, 1.330], [-0.620, 1.538, -1.099]],
  "lumo_ev": 0.78,
  "total_charge": 0,
  "mol_weight_g_mol": 143.0,
  "homo_ev": -9.60,
  "gap_ev": 10.38
}


## two
{
  "formula": "C2H4BrFO",
  "method": "ωB97M-V/def2-TZVPD",
  "elements": ["C", "C", "O", "F", "Br", "H", "H", "H", "H"],
  "xyz": [[1.415, -1.024, 0.201], [-0.753, 0.501, 0.153], [-0.507, 1.379, -0.862], [-1.116, 1.180, 1.302], [-2.236, -0.642, -0.217], [1.715, -0.664, 1.187], [0.929, -1.959, 0.244], [1.875, -0.531, -0.735], [-1.323, 1.759, -1.273]],
  "lumo_ev": [-0.11, -0.76],
  "total_charge": 0,
  "mol_weight_g_mol": 143.0,
  "homo_ev": [-9.35, -9.14],
  "gap_ev": [9.24, 8.38]
}


The calculated energies rank the structures as follows, beginning with the most stable: one, two.


## one
{
  "formula": "C35H50N11O8",
  "method": "ωB97M-V/def2-TZVPD",
  "elements": ["C", "C", "C", "H", "O", "C", "C", "H", "H", "O", "C", "H", "C", "O", "C", "H", "H", "C", "N", "C", "N", "C", "N", "C", "H", "H", "C", "N", "C", "O", "C", "N", "C", "C", "N", "N", "C", "N", "H", "H", "H", "C", "C", "C", "C", "C", "C", "C", "H", "H", "O", "H", "H", "H", "H", "H", "H", "C", "H", "C", "C", "O", "O", "H", "H", "H", "H", "H", "C", "H", "C", "H", "H", "H", "H", "H", "N", "C", "N", "N", "C", "H", "H", "C", "O", "C", "H", "C", "H", "H", "H", "H", "H", "H", "H", "H", "H", "H", "H", "H", "H", "H", "H", "H"],
  "xyz": [[-5.946, 3.305, 1.763], [-5.507, 2.300, 1.284], [-4.923, 1.127, 0.656], [-4.763, 0.345, 1.404], [-3.631, 1.384, 0.108], [-3.602, 2.308, -0.962], [-3.780, 1.638, -2.328], [-3.784, 2.413, -3.105], [-4.732, 1.091, -2.376], [-2.704, 0.741, -2.523], [-2.588, 0.244, -3.843], [-3.561, -0.104, -4.213], [-1.618, -0.952, -3.836], [-0.481, -0.780, -3.019], [0.650, -0.152, -3.608], [0.800, -0.516, -4.630], [1.502, -0.466, -2.998], [0.566, 1.386, -3.594], [0.105, 1.845, -2.306], [0.944, 1.886, -1.249], [2.235, 2.028, -1.482], [3.013, 2.071, -0.395], [4.339, 2.224, -0.590], [5.252, 1.981, 0.498], [6.184, 2.501, 0.272], [4.824, 2.383, 1.415], [5.482, 0.453, 0.636], [5.173, -0.175, -0.635], [4.208, -1.091, -0.853], [3.698, -1.271, -1.943], [3.816, -1.990, 0.336], [2.496, -1.624, 0.771], [1.361, -1.635, 0.048], [0.381, -1.314, 0.964], [0.978, -1.121, 2.158], [2.237, -1.313, 2.033], [-1.089, -1.187, 0.775], [-1.350, -0.152, -0.251], [-1.121, -0.505, -1.195], [-2.336, 0.161, -0.239], [-1.526, -0.854, 1.721], [-1.729, -2.515, 0.349], [-3.229, -2.418, 0.378], [-3.927, -2.632, 1.559], [-5.304, -2.525, 1.603], [-6.017, -2.199, 0.453], [-5.325, -1.982, -0.736], [-3.949, -2.088, -0.765], [-3.430, -1.928, -1.697], [-5.889, -1.747, -1.625], [-7.364, -2.067, 0.439], [-7.739, -2.296, 1.298], [-5.833, -2.704, 2.529], [-3.388, -2.896, 2.457], [-1.386, -3.296, 1.027], [-1.375, -2.772, -0.651], [1.339, -1.859, -0.996], [3.845, -3.462, -0.107], [3.056, -3.634, -0.841], [3.674, -4.413, 1.076], [2.301, -4.352, 1.711], [1.259, -4.216, 1.123], [2.378, -4.497, 3.031], [1.502, -4.477, 3.448], [4.416, -4.222, 1.851], [3.807, -5.440, 0.726], [4.804, -3.656, -0.589], [4.481, -1.863, 1.193], [5.671, 0.580, -1.773], [5.529, -0.020, -2.671], [4.911, 1.920, -1.882], [5.588, 2.725, -2.179], [4.091, 1.852, -2.596], [6.739, 0.745, -1.613], [4.824, 0.074, 1.415], [6.522, 0.246, 0.908], [2.567, 2.021, 0.858], [1.247, 1.919, 1.008], [0.384, 1.798, -0.028], [0.758, 1.897, 2.247], [-0.650, 1.922, 2.570], [-1.244, 2.028, 1.665], [-0.905, 0.993, 3.091], [-0.918, 3.109, 3.509], [-0.116, 3.041, 4.659], [1.253, 3.059, 4.325], [1.799, 2.996, 5.266], [1.615, 1.882, 3.413], [2.649, 1.948, 3.083], [1.454, 0.936, 3.941], [1.503, 4.005, 3.820], [-1.954, 3.095, 3.851], [-0.726, 4.049, 2.968], [-0.707, 0.729, -0.077], [-0.865, 1.633, -2.105], [1.560, 1.796, -3.773], [-0.118, 1.756, -4.358], [-1.328, -1.178, -4.868], [-2.131, -1.825, -3.423], [-2.237, 1.043, -4.510], [-2.617, 2.784, -0.920], [-4.370, 3.076, -0.828], [-5.606, 0.746, -0.114], [-6.359, 4.161, 2.209]],
  "lumo_ev": -1.43,
  "total_charge": 1,
  "mol_weight_g_mol": 752.9,
  "homo_ev": -10.89,
  "gap_ev": 9.46
}


## two
{
  "formula": "C35H50N11O8",
  "method": "ωB97M-V/def2-TZVPD",
  "elements": ["C", "C", "C", "H", "O", "C", "C", "H", "H", "O", "C", "H", "C", "O", "C", "H", "H", "C", "N", "C", "N", "C", "N", "C", "H", "H", "C", "N", "C", "O", "C", "N", "C", "C", "N", "N", "C", "N", "H", "H", "H", "C", "C", "C", "C", "C", "C", "C", "H", "H", "O", "H", "H", "H", "H", "H", "H", "C", "H", "C", "C", "O", "O", "H", "H", "H", "H", "H", "C", "H", "C", "H", "H", "H", "H", "H", "N", "C", "N", "N", "C", "H", "H", "C", "O", "C", "H", "C", "H", "H", "H", "H", "H", "H", "H", "H", "H", "H", "H", "H", "H", "H", "H", "H"],
  "xyz": [[-3.498, -1.764, 3.080], [-4.329, -1.536, 2.249], [-5.351, -1.291, 1.251], [-5.577, -2.232, 0.725], [-4.926, -0.305, 0.311], [-5.908, -0.068, -0.676], [-5.397, 0.965, -1.673], [-5.124, 1.894, -1.154], [-6.200, 1.184, -2.387], [-4.274, 0.424, -2.337], [-3.952, 1.052, -3.561], [-4.775, 0.940, -4.280], [-2.708, 0.352, -4.118], [-1.586, 0.437, -3.262], [-0.627, 1.446, -3.556], [-0.406, 1.456, -4.629], [0.271, 1.149, -3.010], [-1.052, 2.850, -3.092], [-1.508, 2.810, -1.724], [-0.624, 2.801, -0.695], [0.511, 3.458, -0.843], [1.340, 3.390, 0.204], [2.533, 4.021, 0.100], [3.634, 3.602, 0.936], [4.140, 4.481, 1.343], [3.216, 3.015, 1.754], [4.615, 2.764, 0.069], [3.901, 2.295, -1.100], [3.073, 1.229, -1.139], [2.258, 1.071, -2.030], [3.262, 0.132, -0.076], [1.972, -0.419, 0.236], [0.973, -0.823, -0.572], [-0.089, -1.027, 0.287], [0.339, -0.763, 1.541], [1.563, -0.401, 1.498], [-1.528, -1.328, 0.041], [-2.187, -0.091, -0.468], [-2.015, 0.006, -1.488], [-3.209, -0.144, -0.310], [-1.981, -1.556, 1.010], [-1.758, -2.478, -0.942], [-0.819, -3.629, -0.681], [-0.233, -4.300, -1.744], [0.714, -5.282, -1.531], [1.111, -5.577, -0.237], [0.482, -4.964, 0.839], [-0.483, -4.005, 0.614], [-0.953, -3.532, 1.461], [0.780, -5.228, 1.842], [2.162, -6.415, 0.031], [2.463, -6.836, -0.784], [1.183, -5.778, -2.369], [-0.499, -4.037, -2.757], [-1.589, -2.117, -1.959], [-2.797, -2.809, -0.868], [1.084, -0.947, -1.625], [4.253, -0.908, -0.617], [3.858, -1.321, -1.547], [4.494, -2.053, 0.367], [3.591, -3.239, 0.084], [2.788, -3.277, -0.813], [3.814, -4.235, 0.926], [3.259, -5.023, 0.733], [4.332, -1.744, 1.401], [5.521, -2.416, 0.294], [5.189, -0.394, -0.838], [3.615, 0.532, 0.878], [3.603, 3.397, -2.003], [2.918, 3.023, -2.763], [2.951, 4.538, -1.181], [3.664, 5.345, -0.995], [2.078, 4.936, -1.694], [4.529, 3.728, -2.478], [5.051, 1.944, 0.634], [5.434, 3.391, -0.293], [1.053, 2.804, 1.361], [-0.156, 2.250, 1.456], [-1.009, 2.143, 0.410], [-0.545, 1.791, 2.644], [-1.823, 1.154, 2.859], [-2.510, 1.436, 2.063], [-1.680, 0.069, 2.866], [-2.391, 1.605, 4.210], [-1.487, 1.358, 5.256], [-0.285, 2.064, 5.049], [0.357, 1.834, 5.899], [0.388, 1.638, 3.742], [1.261, 2.254, 3.537], [0.684, 0.585, 3.799], [-0.487, 3.146, 5.027], [-3.298, 1.042, 4.440], [-2.631, 2.679, 4.167], [-1.779, 0.800, 0.014], [-2.340, 2.261, -1.564], [-0.188, 3.513, -3.137], [-1.849, 3.255, -3.719], [-2.475, 0.752, -5.108], [-2.936, -0.715, -4.209], [-3.778, 2.125, -3.405], [-6.830, 0.304, -0.211], [-6.132, -1.002, -1.210], [-6.267, -0.948, 1.755], [-2.792, -1.971, 3.830]],
  "lumo_ev": -1.48,
  "total_charge": 1,
  "mol_weight_g_mol": 752.9,
  "homo_ev": -10.53,
  "gap_ev": 9.06
}


The calculated energies rank the structures as follows, beginning with the most stable: one, two.


## one
{
  "formula": "C2H3ClN2O",
  "method": "ωB97M-V/def2-TZVPD",
  "elements": ["C", "N", "O", "H", "H", "N", "C", "Cl", "H"],
  "xyz": [[1.116, -1.573, -0.138], [1.898, -2.186, 0.426], [2.656, -2.894, 0.970], [0.040, -1.265, -0.298], [0.684, 2.121, 0.365], [0.135, 1.344, 0.806], [-0.725, 0.789, 0.128], [-1.044, 1.223, -1.602], [-1.290, -0.164, 0.549]],
  "lumo_ev": 0.39,
  "total_charge": 0,
  "smiles": "C#[N+][O-].[H]/N=C\\Cl",
  "mol_weight_g_mol": 106.5,
  "homo_ev": -10.12,
  "gap_ev": 10.51
}


## two
{
  "formula": "C2H3ClN2O",
  "method": "ωB97M-V/def2-TZVPD",
  "elements": ["C", "N", "C", "O", "N", "H", "H", "Cl", "H"],
  "xyz": [[-1.047, -0.729, 0.731], [-0.454, 0.424, 0.249], [-0.570, 0.295, -1.034], [-1.234, -0.824, -1.407], [-1.424, -1.488, -0.221], [-1.295, -0.914, 1.803], [-0.410, 0.846, -1.912], [2.298, -0.254, 1.441], [2.259, -0.038, 2.797]],
  "lumo_ev": 0.63,
  "total_charge": 0,
  "smiles": "c1ncon1.Cl",
  "mol_weight_g_mol": 106.5,
  "homo_ev": -10.95,
  "gap_ev": 11.58
}


The calculated energies rank the structures as follows, beginning with the most stable: two, one.